1.
C38H31AsCl3FeN5O2S2Si | ωB97M-V with the def2-TZVPD basis set

Values from the calculation:
Orbital gap (alpha / beta), eV: 5.18 / 5.16
2S+1: 2
Charge: -1

Last column: Mulliken spin population.
Atoms and positions in Å:
Fe: 0.7452 0.3301 0.9397  1.1289
S: 0.1181 -3.7070 0.7918  0.0140
C: 1.3734 -2.9136 1.5904  -0.0058
S: 2.1379 -1.4158 0.9738  0.0467
C: 1.9580 -3.3910 2.7677  0.0084
C: 1.5460 -4.6291 3.3582  0.0003
N: 1.2537 -5.6246 3.8640  0.0003
C: 2.9447 -2.6475 3.4911  0.0069
N: 3.7275 -2.0779 4.1233  0.0047
O: -5.7570 -1.3115 3.4793  0.0000
N: -4.9374 -1.1246 4.3557  0.0000
O: -5.2041 -1.0683 5.5365  0.0001
C: -3.5133 -0.9259 3.9489  -0.0014
C: -2.6678 -0.6148 4.9399  0.0001
C: -1.2894 -0.3335 4.6759  0.0034
C: -0.3512 -0.0679 5.6851  -0.0016
C: 0.9497 0.1571 5.3344  0.0033
C: 1.2939 0.1689 3.9730  -0.0002
N: 0.4127 -0.0359 3.0140  -0.0319
C: -0.8540 -0.3229 3.3608  -0.0049
C: -1.7457 -0.7062 2.3042  0.0013
N: -1.1791 -0.7661 1.0891  -0.0115
C: -1.8864 -1.2620 0.1030  -0.0030
C: -3.2181 -1.6661 0.2602  -0.0034
C: -3.8230 -1.5457 1.4784  0.0017
C: -3.0758 -1.0577 2.5711  -0.0019
H: -3.0440 -0.5771 5.9528  0.0002
H: -0.6660 -0.0691 6.7223  0.0000
H: 1.7181 0.3287 6.0740  0.0000
H: 2.3191 0.3291 3.6651  -0.0001
H: -1.3893 -1.3854 -0.8452  0.0021
H: -3.7530 -2.0794 -0.5838  -0.0003
H: -4.8488 -1.8422 1.6114  0.0002
C: -1.5233 4.2540 0.7142  -0.0018
C: -0.2438 3.4627 0.4311  0.0229
C: 0.0358 3.5007 -1.0676  -0.0032
C: -0.3920 2.0507 1.0152  -0.0649
H: -1.4201 5.2980 0.4020  -0.0006
H: -1.7702 4.2408 1.7788  0.0014
H: -2.3666 3.8197 0.1655  -0.0006
H: 0.5731 3.9725 0.9441  -0.0001
H: -0.7867 3.0506 -1.6241  -0.0011
H: 0.9552 2.9787 -1.3243  0.0038
H: 0.1402 4.5334 -1.4141  -0.0002
H: -1.3100 1.6109 0.6020  0.0036
H: -0.5472 2.1388 2.0961  -0.0056
C: 1.0259 -4.5008 -3.0754  -0.0008
C: 2.1274 -3.8326 -2.5613  0.0013
C: 2.0358 -2.4945 -2.2086  0.0025
C: 0.8379 -1.8041 -2.3660  0.0009
C: -0.2630 -2.4817 -2.8827  -0.0019
C: -0.1699 -3.8206 -3.2397  0.0003
As: 0.6424 0.0420 -1.7279  0.0058
C: -0.8119 0.5451 -2.9300  -0.0094
C: -0.7130 0.3505 -4.3066  0.0010
C: -1.7685 0.6862 -5.1412  0.0004
C: -2.9411 1.2105 -4.6085  -0.0003
C: -3.0597 1.3806 -3.2376  0.0009
C: -1.9983 1.0444 -2.4042  -0.0020
C: 2.2020 0.8631 -2.5627  -0.0112
C: 3.4422 0.5603 -2.0018  0.0024
C: 4.6049 1.0977 -2.5350  0.0007
C: 4.5377 1.9655 -3.6157  -0.0006
C: 3.3016 2.3079 -4.1473  -0.0001
C: 2.1372 1.7613 -3.6222  0.0010
H: 1.0958 -5.5512 -3.3308  0.0000
H: 3.0622 -4.3579 -2.4108  -0.0001
H: 2.9023 -2.0058 -1.7927  -0.0031
H: -1.2117 -1.9750 -3.0112  0.0005
H: -1.0391 -4.3315 -3.6365  -0.0001
H: 0.1875 -0.0816 -4.7248  -0.0006
H: -1.6789 0.5306 -6.2094  0.0000
H: -3.7615 1.4798 -5.2625  -0.0001
H: -3.9739 1.7758 -2.8122  0.0000
H: -2.1013 1.1714 -1.3337  0.0037
H: 3.5056 -0.0729 -1.1226  -0.0031
H: 5.5593 0.8538 -2.0855  0.0000
H: 5.4440 2.3924 -4.0280  0.0000
H: 3.2397 3.0064 -4.9732  0.0000
H: 1.1811 2.0620 -4.0297  -0.0001
Cl: 1.9292 3.1348 3.0178  -0.0050
Si: 2.4288 1.8410 1.4233  -0.0794
Cl: 4.2048 1.0228 2.1654  -0.0059
Cl: 3.2172 3.1679 0.0066  -0.0078

---

2.
C38H31BCl2N8O6RuS | ωB97M-V with the def2-TZVPD basis set

Values from the calculation:
Orbital gap (alpha / beta), eV: 3.70 / 5.76
2S+1: 6
Charge: -1

Last column: Mulliken spin population.
Atoms and positions in Å:
Ru: -0.4982 -1.7030 -0.0804  3.2773
Cl: -6.6304 -0.4856 -3.0017  0.0085
C: -5.2999 -1.3251 -2.3665  0.0622
C: -4.3413 -0.5861 -1.7245  -0.0063
C: -3.2532 -1.2194 -1.1253  0.0219
N: -2.3123 -0.6687 -0.3098  0.1690
C: -2.7560 0.0758 0.7994  0.0159
O: -3.8006 0.6885 0.8485  0.0527
C: -1.9782 -0.1492 2.0342  0.0266
C: -2.1580 0.6013 3.1652  0.0001
C: -1.4707 0.2516 4.3244  -0.0006
C: -0.6311 -0.8479 4.3055  0.0053
C: -0.4260 -1.5451 3.0550  0.0155
N: -1.0075 -1.1248 1.9103  0.0091
C: -3.1234 -2.6564 -1.1900  -0.0190
C: -4.1294 -3.4081 -1.8530  0.0715
C: -5.1989 -2.7419 -2.4318  -0.0293
Cl: -6.3127 -3.5979 -3.3422  -0.0021
N: -1.9442 -3.0967 -0.5771  0.2061
C: -1.6497 -4.4602 -0.5436  -0.0186
O: -2.4019 -5.3489 -0.9634  0.1816
C: -0.3153 -4.7603 -0.0003  0.4012
C: 0.1689 -6.0433 0.2237  -0.1369
C: 1.4267 -6.1771 0.7694  0.2944
C: 2.1743 -4.9929 1.1440  0.1245
C: 1.5839 -3.7676 0.9284  0.0321
N: 0.4115 -3.6231 0.3036  0.2920
H: -4.4321 0.4961 -1.5759  -0.0006
H: -2.9244 1.3394 3.0854  0.0020
H: -1.5614 0.8258 5.2779  -0.0006
H: -0.0999 -1.2369 5.1564  0.0014
H: 0.2710 -2.3839 3.0355  0.0082
H: -4.1131 -4.4828 -2.0250  0.0050
H: -0.4932 -6.8871 0.0353  -0.0041
H: 1.7609 -7.1545 1.0959  0.0288
H: 3.1660 -5.0718 1.5980  0.0073
H: 2.1030 -2.8730 1.2094  0.0197
N: -0.5228 2.5123 -7.2023  0.0003
C: -0.3584 1.4932 -6.3171  0.0007
C: -1.1149 1.4630 -5.1082  -0.0012
C: -1.0177 0.4094 -4.2406  -0.0056
C: -0.1394 -0.6042 -4.5377  0.0065
C: 0.6260 -0.6302 -5.7162  0.0014
C: 0.3686 0.3311 -6.6882  -0.0003
S: -0.0047 -2.0642 -3.4905  0.0085
O: 1.0214 -2.9363 -3.9520  0.0055
O: -1.3456 -2.5123 -3.2348  0.0011
N: 0.5167 -1.4329 -2.0124  0.0785
C: 1.7854 -0.8821 -1.9215  0.0219
N: 2.6270 -0.9491 -2.9290  0.0025
C: 3.8509 -0.4796 -2.7613  0.0017
C: 4.3757 -0.3022 -1.4483  -0.0003
C: 3.5027 -0.2382 -0.4080  0.0006
N: 2.1230 -0.4751 -0.6733  0.0502
H: -1.3585 3.0978 -7.1047  0.0000
H: 0.1526 2.5786 -7.9811  -0.0001
H: -1.7350 2.2914 -4.8327  -0.0001
H: -1.7169 0.2711 -3.4273  0.0038
H: 1.3486 -1.4272 -5.9021  0.0003
H: 0.7741 0.2034 -7.6835  0.0001
H: 4.4289 -0.3400 -3.6793  -0.0004
H: 5.3876 -0.0740 -1.2287  0.0008
H: 3.7618 -0.0206 0.6326  0.0024
C: 1.4925 5.9258 4.1227  -0.0001
C: 1.7423 4.4264 4.3107  -0.0005
C: 3.2515 4.3111 4.4512  -0.0001
C: 1.0946 3.9606 5.5937  0.0000
C: 1.2878 3.5725 3.1588  0.0006
C: 0.4028 4.1005 2.1930  0.0011
C: -0.0941 3.3232 1.1112  -0.0048
C: 0.4000 2.0683 0.9713  0.0068
O: 0.2615 1.2575 -0.1006  -0.0192
B: 0.9549 -0.0528 0.2826  -0.2485
O: 1.5606 0.2530 1.6128  -0.0319
C: 1.1801 1.4981 1.9833  -0.0008
C: 1.6363 2.2285 3.0537  -0.0025
H: 1.9167 6.5032 4.9778  0.0000
H: 0.4186 6.1729 3.9841  0.0000
H: 2.0013 6.3238 3.2516  0.0000
H: 3.6177 5.0433 5.2106  0.0000
H: 3.6625 4.5240 3.4670  0.0000
H: 3.6230 3.3272 4.7629  0.0000
H: 1.5790 4.4460 6.4577  0.0000
H: 1.3066 2.8837 5.6969  -0.0001
H: 0.0475 4.1015 5.5925  -0.0001
H: 0.1668 5.1716 2.2598  0.0001
H: -0.8259 3.8032 0.4361  0.0001
H: 2.1753 1.6850 3.8119  -0.0007

---

3.
C38H31BrClNO3PTe4Ti | ωB97M-V with the def2-TZVPD basis set

Values from the calculation:
Orbital gap (alpha / beta), eV: 5.12 / 5.24
2S+1: 2
Charge: 0

Last column: Mulliken spin population.
Atoms and positions in Å:
Ti: 0.0018 0.4360 0.6047  1.1365
C: -3.8602 -2.5696 -1.6745  0.0003
C: -3.3767 -1.9347 -0.3998  -0.0046
C: -4.2284 -1.6732 0.6630  0.0019
C: -3.7545 -1.0431 1.7868  0.0023
C: -2.4091 -0.6975 1.8253  0.0118
Br: -1.8271 0.2320 3.3599  0.0010
N: -1.5531 -0.9542 0.8389  -0.0154
C: -2.0555 -1.5526 -0.2633  0.0213
H: -4.6474 -3.2965 -1.4776  0.0000
H: -3.0504 -3.0756 -2.1983  -0.0001
H: -4.2707 -1.8122 -2.3446  0.0000
H: -5.2711 -1.9668 0.6065  0.0000
H: -4.3891 -0.8106 2.6278  0.0007
H: -1.3511 -1.7709 -1.0542  -0.0178
Cl: 0.8950 -0.6915 -1.7161  0.0023
C: 2.0283 -2.0163 -1.4425  -0.0158
C: 2.5834 -2.5927 -2.5743  -0.0036
C: 3.4562 -3.6528 -2.4093  0.0003
C: 3.7427 -4.1281 -1.1340  -0.0003
C: 3.1902 -3.5132 -0.0252  -0.0009
C: 2.3209 -2.4285 -0.1569  0.0065
P: 1.7151 -1.5018 1.3094  -0.0278
C: 3.2321 -1.5558 2.3227  0.0117
C: 3.4031 -2.4197 3.3989  -0.0046
C: 4.6198 -2.4702 4.0653  0.0006
C: 5.6774 -1.6705 3.6564  0.0000
C: 5.5187 -0.8269 2.5681  -0.0027
C: 4.3067 -0.7736 1.9030  -0.0057
C: 0.6481 -2.7771 2.0974  -0.0027
C: 0.0598 -3.8155 1.3811  0.0115
C: -0.9288 -4.6044 1.9600  0.0007
C: -1.3303 -4.3699 3.2680  -0.0002
C: -0.7318 -3.3506 3.9978  -0.0016
C: 0.2408 -2.5531 3.4132  0.0071
H: 2.3432 -2.2095 -3.5564  0.0005
H: 3.9202 -4.1021 -3.2775  0.0000
H: 4.4161 -4.9649 -1.0054  0.0000
H: 3.4323 -3.8713 0.9682  0.0000
H: 2.5984 -3.0577 3.7367  0.0002
H: 4.7363 -3.1391 4.9084  -0.0002
H: 6.6216 -1.7066 4.1850  -0.0002
H: 6.3275 -0.1875 2.2386  0.0006
H: 4.2160 -0.1090 1.0551  0.0050
H: 0.3710 -4.0202 0.3632  0.0005
H: -1.3853 -5.4010 1.3854  0.0000
H: -2.1000 -4.9830 3.7194  0.0000
H: -1.0289 -3.1663 5.0224  0.0000
H: 0.6943 -1.7500 3.9875  -0.0004
O: -0.7039 1.6648 -1.9094  0.0001
C: -1.1439 2.9672 -1.4866  -0.0251
C: -1.0228 2.9597 0.0647  0.0023
O: -0.7105 3.9302 0.6838  0.0016
O: -1.3672 1.7598 0.5751  0.0189
C: -2.6236 3.1289 -1.8582  0.0033
C: -3.5864 3.5501 -0.9517  0.0002
C: -4.9084 3.7101 -1.3530  0.0000
C: -5.2838 3.4455 -2.6613  -0.0001
C: -4.3243 3.0299 -3.5761  0.0002
C: -3.0075 2.8796 -3.1735  0.0009
C: -0.2928 4.0678 -2.0925  -0.0073
C: 0.8748 3.7627 -2.7767  0.0018
C: 1.6880 4.7783 -3.2681  0.0007
C: 1.3390 6.1032 -3.0742  0.0002
C: 0.1666 6.4128 -2.3927  0.0000
C: -0.6455 5.4022 -1.9083  0.0002
H: -0.9897 1.5414 -2.8210  0.0031
H: -3.3122 3.7667 0.0742  0.0002
H: -5.6443 4.0522 -0.6365  0.0000
H: -6.3125 3.5744 -2.9720  0.0000
H: -4.5986 2.8400 -4.6059  0.0000
H: -2.2674 2.5935 -3.9156  -0.0007
H: 1.1680 2.7314 -2.9134  -0.0010
H: 2.6106 4.5249 -3.7738  0.0000
H: 1.9777 6.8945 -3.4453  0.0000
H: -0.1078 7.4465 -2.2264  0.0000
H: -1.5584 5.6516 -1.3819  0.0001
Te: 2.8376 1.3068 4.5205  0.0018
Te: 4.6844 2.8078 -0.0971  -0.0245
Te: 2.2549 1.7798 0.1969  -0.0382
Te: 1.0425 1.8056 2.6418  -0.0576

---

Calculated energy above the lowest of the compared OMol25 structures with the same formula, charge and spin, 15.3 85.5 316.7 kJ/mol (same order as the records).
Calculated calculated total energy, -213799.36835 -103254.82568 -191684.88476 eV (same order as the records).
Calculated F_max, 1.5 3.9 1.8 eV Å⁻¹ (same order as the records).